1.
C44H61BrF3IN13O4 as an isolated structure, computed with ωB97M-V/def2-TZVPD.

Each line ends with the Löwdin charge.
CARTESIAN COORDINATES (ANGSTROEM)
I 0.259 2.100 0.841  1.03
Br -6.865 2.739 -0.767  0.61
F -1.418 -0.503 4.615  0.11
F 0.308 -1.789 3.920  0.11
F -1.514 -2.656 4.903  0.07
O -2.768 4.485 1.570  -0.04
O -6.119 0.490 0.566  0.04
O -4.136 0.206 3.177  0.13
O -1.406 4.272 -0.128  -0.21
N 0.913 -3.900 -1.695  0.17
N 4.271 -6.071 1.012  0.14
N 7.905 2.058 4.667  0.13
N 1.684 -0.599 -0.943  0.13
N -3.682 4.785 -3.217  0.13
N -2.224 -0.232 -5.020  0.19
N 0.655 7.876 -2.247  0.15
N -5.547 -1.006 -6.462  0.10
N 1.042 2.628 8.866  0.15
N -2.419 1.733 2.484  0.08
N 1.307 1.758 3.706  0.07
N 10.454 -0.182 0.260  0.14
N 6.223 0.094 1.635  0.13
C -1.430 -0.782 1.581  -0.13
C -3.665 -1.294 0.423  -0.12
C 4.709 1.704 3.020  -0.07
C 1.656 -5.935 -0.244  -0.09
C -5.121 -1.275 -7.500  -0.17
C 1.305 1.710 9.503  -0.26
C 4.271 -6.874 1.834  -0.24
C 9.660 -0.868 -0.207  -0.26
C 1.081 7.610 -3.279  -0.27
C 8.651 -1.738 -0.801  -0.07
C 8.661 1.765 3.854  -0.28
C 1.624 7.272 -4.590  -0.08
C 1.239 -4.798 -1.057  -0.25
C -2.159 -3.055 -2.520  -0.14
C -5.588 1.460 0.151  -0.69
C -2.778 -0.174 1.063  -0.23
C -3.136 5.648 -2.690  -0.27
C 1.170 1.569 4.833  -0.25
C -4.572 -1.620 -8.809  -0.07
C -2.386 -3.199 -3.698  0.05
C -2.961 0.559 -2.400  -0.20
C 1.637 0.542 10.311  -0.07
C -1.716 -1.942 2.659  -0.05
C 3.507 -1.963 0.327  -0.07
C 9.600 1.385 2.806  -0.10
C -1.049 -1.682 4.023  -0.53
C -1.829 -2.586 -1.096  -0.20
C -4.323 1.135 -2.904  -0.19
C 5.556 0.804 2.246  -0.27
C -0.238 -0.554 -6.679  -0.07
C -2.218 1.220 -1.190  -0.15
C -2.853 1.206 0.249  -0.29
C -2.065 3.750 0.855  -0.77
C -3.269 0.539 2.421  -0.38
C 4.271 -7.894 2.877  -0.06
C -4.182 2.053 0.295  -0.11
C -1.938 2.166 1.148  -0.56
C -5.838 -0.396 -4.426  -0.19
C 0.988 1.333 6.262  -0.09
C -3.067 -2.614 -0.118  -0.18
C -2.439 6.729 -2.006  -0.08
C 2.488 -1.200 -0.386  -0.29
C -5.454 0.009 -2.920  -0.22
C -1.350 -0.375 -5.751  -0.22
H 3.995 1.154 3.634  0.06
H -1.357 -2.894 2.193  0.12
H 0.376 2.106 6.720  0.06
H 9.038 -2.254 -1.681  0.08
H 8.317 -2.499 -0.095  0.08
H 2.189 -0.200 9.732  0.08
H 3.513 -1.723 1.391  0.07
H -2.820 -3.346 0.700  0.09
H 2.299 -5.625 0.579  0.02
H -2.414 -3.088 -4.788  0.02
H -3.092 7.589 -1.847  0.08
H 3.383 -7.819 3.506  0.09
H -3.088 -0.534 -2.233  0.07
H 1.432 8.062 -5.317  0.08
H -0.999 -3.197 -0.671  0.06
H -5.706 0.448 -5.122  0.06
H 4.288 -8.898 2.452  0.08
H -4.667 2.088 -2.449  0.04
H -4.310 2.675 1.230  0.15
H -5.200 -1.229 -4.742  0.02
H -1.457 -1.530 -1.154  0.09
H 0.669 -0.862 -6.159  0.08
H 2.255 0.813 11.168  0.08
H -3.481 -1.648 -8.791  0.07
H -5.143 -0.935 -2.417  0.08
H 0.740 0.055 10.695  0.08
H -2.809 -2.072 2.847  0.13
H -3.885 -3.135 -0.687  0.12
H -1.578 7.076 -2.577  0.03
H 1.180 6.354 -4.979  0.08
H -6.410 0.342 -2.454  0.06
H -2.232 0.630 -3.268  0.07
H -0.461 -1.317 -7.427  0.07
H 9.132 0.726 2.078  0.03
H -4.251 -0.830 -0.409  0.09
H 7.772 -1.172 -1.112  0.08
H 4.134 2.369 2.374  0.09
H 5.142 -7.798 3.526  0.08
H 2.212 -6.665 -0.832  0.08
H -4.072 2.824 -0.511  0.11
H 1.942 1.318 6.788  0.06
H -1.612 1.654 3.103  0.09
H 2.703 7.121 -4.548  0.08
H 0.497 0.375 6.447  0.08
H -4.451 -1.557 1.186  0.13
H 4.505 -1.753 -0.060  0.06
H 3.338 -3.037 0.234  0.05
H 9.973 2.256 2.265  0.08
H 5.299 2.330 3.691  0.06
H -1.950 2.270 -1.476  0.11
H -4.867 -0.894 -9.568  0.08
H -4.919 -2.599 -9.141  0.08
H -0.716 -1.127 0.793  0.09
H 0.798 -6.453 0.189  0.08
H -0.794 -0.101 2.203  0.04
H -2.072 6.411 -1.025  0.07
H -1.277 0.607 -1.107  0.07
H -6.888 -0.796 -4.420  0.08
H -0.012 0.370 -7.213  0.08
H -4.199 1.373 -3.997  0.09
H 10.465 0.860 3.213  0.08

Values from the calculation:
LUMO energy, eV: 1.3
Total charge: -1
HOMO, eV: -4.02
Multiplicity: 1
HOMO-LUMO gap, hartree: 0.1948

2.
C44H62N5P2S2Y as an isolated structure, computed with ωB97M-V/def2-TZVPD.

Each line ends with the Löwdin charge.
CARTESIAN COORDINATES (ANGSTROEM)
Y 0.446 0.037 -0.080  1.12
S 0.096 0.158 -3.191  0.66
S 1.731 2.355 -1.475  0.69
P -1.156 -2.211 0.426  1.02
P 0.847 2.116 1.748  0.98
N 1.974 -1.886 -1.217  -0.09
N 1.631 0.927 -5.174  -0.08
N 2.983 -1.052 -0.625  -0.05
N 0.969 -0.862 1.903  -0.16
N 2.739 3.068 -3.790  -0.07
C 3.596 1.720 1.599  -0.12
C 0.695 -0.980 4.356  -0.02
C 1.336 7.907 -3.360  -0.06
C 0.819 -0.250 3.169  -0.33
C -0.046 2.250 -9.683  -0.06
C 0.811 1.162 -9.752  -0.06
C 1.358 7.180 -2.177  -0.06
C 2.710 5.486 -3.234  -0.21
C -2.576 -0.503 2.090  -0.13
C 1.537 -5.070 1.768  -0.25
C 2.006 7.429 -4.479  -0.06
C -1.692 3.045 1.327  -0.12
C 2.831 1.591 -5.699  -0.08
C 0.311 1.022 5.676  -0.26
C 2.842 3.525 3.171  -0.09
C 0.450 -0.359 5.567  -0.01
C 2.042 5.974 -2.115  -0.05
C 3.467 4.184 -3.141  -0.10
C 1.119 0.445 -8.601  -0.04
C 0.431 1.748 4.505  -0.06
C 2.003 2.204 -3.121  -0.62
C 2.831 3.017 -5.258  -0.09
C -2.610 -4.547 -0.480  -0.09
C 0.563 0.810 -7.382  -0.25
C 0.686 1.145 3.268  -0.32
C 2.471 -4.239 2.388  -0.01
C 0.898 0.054 -6.123  -0.10
C -0.924 -3.494 -2.043  -0.12
C 0.056 1.685 7.006  -0.04
C 0.426 -4.472 1.184  -0.03
C 1.168 -2.271 1.862  -0.38
C -1.914 -3.247 -0.901  -0.54
C -2.426 -2.898 2.883  -0.08
C 0.147 4.746 1.055  -0.11
C -2.513 -1.975 1.668  -0.52
C 0.228 -3.091 1.218  -0.32
C 1.289 1.091 -3.913  -0.66
C 1.727 -6.566 1.719  -0.03
C -0.607 2.618 -8.464  -0.06
C 2.564 2.820 1.842  -0.55
C 2.696 6.227 -4.413  -0.04
C -0.335 3.529 1.847  -0.53
C -0.304 1.899 -7.318  -0.04
C 2.293 -2.865 2.433  -0.04
H -2.688 -2.562 -1.261  0.11
H 3.507 1.286 0.603  0.02
H -1.420 -2.917 3.303  0.07
H -3.482 -0.313 2.670  0.09
H 0.327 2.826 4.559  0.10
H -0.533 -2.564 -2.459  0.01
H -3.362 -4.809 -1.226  0.09
H 3.877 -1.143 -1.094  0.10
H 3.347 -4.679 2.852  0.12
H 3.111 -1.377 0.330  0.06
H -2.108 2.259 1.959  0.06
H -1.723 -0.228 2.713  0.06
H 3.244 5.883 -5.285  0.11
H 0.810 8.853 -3.405  0.11
H -0.284 2.810 -10.578  0.11
H 3.760 3.497 -5.555  0.14
H 0.003 -0.289 -5.621  0.07
H 1.517 -0.816 -6.345  0.14
H -3.416 -2.203 1.098  0.11
H 4.433 4.258 -3.639  0.14
H 0.334 4.487 0.009  0.04
H 4.601 2.136 1.696  0.09
H 2.811 1.528 -6.783  0.13
H -0.083 -4.103 -1.698  0.07
H 3.629 3.919 -2.103  0.09
H 2.616 3.546 1.027  0.07
H 1.054 5.184 1.470  0.07
H -2.611 0.161 1.219  0.05
H 2.066 5.410 -1.189  0.08
H 3.017 -2.232 2.936  0.13
H -2.712 -3.923 2.646  0.08
H 0.850 7.558 -1.298  0.11
H -0.446 3.790 2.898  0.10
H 3.718 1.072 -5.332  0.15
H -1.415 -4.039 -2.851  0.09
H 1.905 -1.644 -2.199  0.04
H -3.117 -4.470 0.481  0.06
H 2.375 -6.908 2.524  0.08
H 0.774 -7.089 1.803  0.09
H 2.185 -6.871 0.775  0.09
H -1.607 2.670 0.299  0.07
H 0.770 -2.060 4.331  0.11
H 1.240 0.866 -10.701  0.11
H 2.006 8.000 -5.399  0.11
H -0.757 2.176 -6.369  0.12
H -3.103 -2.538 3.662  0.09
H -1.908 -5.379 -0.437  0.07
H -0.629 5.514 1.068  0.09
H 2.192 -2.876 -1.151  0.10
H 3.495 0.923 2.343  0.08
H -0.310 -5.110 0.711  0.10
H 1.785 -0.410 -8.659  0.12
H -0.741 1.179 7.553  0.09
H -2.409 3.868 1.305  0.09
H 2.138 4.334 3.379  0.08
H 0.352 -0.973 6.457  0.13
H 2.806 2.820 4.002  0.08
H 2.001 3.570 -5.700  0.15
H 0.949 1.658 7.636  0.09
H -1.292 3.455 -8.411  0.11
H 3.845 3.957 3.147  0.09
H -0.230 2.730 6.881  0.08

Values from the calculation:
Relative energy (zero: lowest compared OMol25 entry of this formula, charge and spin), kcal/mol: 1.47
LUMO energy, eV: -6.1
Total charge: +2
HOMO, eV: -11.77
Multiplicity: 1
HOMO-LUMO gap, hartree: 0.2085

3.
C44H63N7O4Ti as an isolated structure, computed with ωB97M-V/def2-TZVPD.

Each line ends with the Löwdin charge.
CARTESIAN COORDINATES (ANGSTROEM)
Ti -0.298 0.394 -0.218  1.15
O -0.300 1.353 1.711  0.00
O -1.772 1.713 -3.760  0.14
O -0.621 3.235 2.924  0.18
O -0.989 0.508 -2.025  -0.15
N 1.784 1.209 -0.129  0.07
N 1.338 -1.004 -1.668  0.08
N -1.253 2.297 -0.386  0.09
N 2.956 -2.703 -1.523  -0.12
N 3.835 2.371 0.268  -0.18
N 0.758 -3.226 -2.021  -0.11
N 2.924 1.070 1.920  -0.10
C 2.588 0.014 -5.021  -0.06
C 1.617 4.028 -2.545  -0.06
C -1.692 2.662 -1.575  -0.15
C -2.629 -0.659 0.629  -0.15
C 4.159 1.316 2.664  -0.02
C -1.280 3.165 0.622  -0.19
C 2.455 1.369 -4.986  -0.03
C -0.976 -4.111 2.189  -0.03
C -3.366 -1.394 -1.746  -0.05
C -3.725 0.638 2.767  -0.49
C -0.694 2.506 1.825  -0.41
C -0.390 -2.845 -2.846  -0.01
C -1.444 -1.488 0.540  -0.17
C -3.248 0.859 4.213  -0.06
C -3.872 2.047 2.156  -0.03
C 1.897 -0.215 -2.685  -0.21
C -0.926 -1.695 1.851  -0.22
C 3.901 -1.789 -0.912  -0.03
C -3.792 -0.862 -0.372  -0.50
C 0.842 -4.620 -1.616  -0.05
C -2.260 4.826 -0.745  0.01
C 0.357 -2.743 3.766  -0.04
C 2.283 -0.768 -3.894  -0.01
C 2.783 1.544 0.657  -0.33
C -0.070 -2.868 2.303  -0.53
C 1.930 3.401 -3.715  -0.02
C 4.534 2.184 -0.989  -0.02
C -2.215 3.930 -1.800  0.06
C -2.732 -0.261 2.005  -0.12
C 1.681 -2.294 -1.739  -0.43
C 3.553 -3.806 -2.259  -0.04
C -5.121 0.007 2.905  -0.05
C -4.660 -1.999 0.211  -0.03
C -1.773 4.443 0.510  0.04
C -4.660 0.369 -0.644  -0.03
C -1.694 -0.910 2.706  -0.03
C 2.096 1.995 -3.770  -0.15
C 1.539 3.277 -1.360  -0.05
C -1.495 1.564 -2.599  -0.54
C 1.909 1.217 -2.597  -0.07
C 3.971 3.684 0.865  -0.06
C 1.159 -3.104 1.420  -0.04
C 1.737 1.918 -1.374  -0.26
C 2.069 0.048 2.483  -0.06
H 1.659 -4.756 -0.913  0.08
H -2.794 -2.313 -1.653  0.06
H -5.541 -2.159 -0.414  0.09
H 4.195 2.320 3.085  0.08
H -5.413 0.123 -1.395  0.09
H -5.049 -1.007 3.298  0.09
H -2.662 5.819 -0.887  0.12
H -5.187 0.726 0.234  0.06
H 2.010 -2.485 1.703  0.06
H 1.439 0.421 3.291  0.09
H 1.484 -4.143 1.493  0.09
H -4.083 -2.926 0.224  0.09
H 3.754 4.461 0.124  0.09
H 3.369 -1.105 -0.254  0.07
H -1.894 -3.969 2.759  0.09
H 3.879 -4.611 -1.599  0.10
H -1.255 -4.290 1.149  0.08
H -3.132 2.727 2.576  0.07
H 4.440 -1.210 -1.670  0.09
H -4.063 1.193 -1.043  0.08
H 4.624 -2.367 -0.335  0.10
H 2.045 3.966 -4.631  0.12
H -1.515 -0.820 3.764  0.10
H -2.228 1.248 4.251  0.07
H -3.902 1.586 4.698  0.09
H 3.269 3.803 1.689  0.09
H -3.279 -0.059 4.799  0.09
H -1.150 -3.617 -2.757  0.10
H -5.713 0.599 3.605  0.09
H -0.792 -1.887 -2.535  0.06
H 2.699 -0.752 2.875  0.09
H 2.259 -1.842 -4.028  0.11
H 0.986 -3.592 4.042  0.09
H -0.504 -2.744 4.434  0.09
H -4.846 2.471 2.412  0.10
H -0.463 -4.998 2.565  0.09
H 5.032 1.175 2.030  0.10
H 2.866 -0.485 -5.940  0.11
H -0.097 -2.763 -3.894  0.10
H 1.376 3.775 -0.411  0.12
H 1.468 5.100 -2.518  0.11
H 5.602 2.335 -0.816  0.10
H 2.844 -4.206 -2.980  0.08
H 4.982 3.849 1.247  0.10
H 1.419 -0.386 1.728  0.05
H -3.780 2.055 1.076  0.06
H 0.925 -1.831 3.953  0.06
H 4.198 0.611 3.490  0.09
H -2.562 4.181 -2.792  0.14
H -1.788 5.110 1.360  0.13
H -1.279 -2.182 -0.276  0.10
H 4.419 -3.432 -2.809  0.10
H -0.273 2.698 3.656  0.15
H 4.390 1.168 -1.350  0.08
H -0.088 -4.899 -1.119  0.09
H 4.206 2.878 -1.768  0.09
H -5.670 -0.027 1.968  0.06
H 2.610 1.974 -5.868  0.11
H -4.270 -1.646 -2.302  0.10
H 0.991 -5.279 -2.474  0.10
H 0.914 -2.892 0.380  0.05
H -2.800 -0.683 -2.343  0.07
H -4.987 -1.807 1.226  0.06

Values from the calculation:
<S²>: 0.756
Relative energy (zero: lowest compared OMol25 entry of this formula, charge and spin), kcal/mol: 7.02
LUMO energy (alpha / beta), eV: -3.3 / -3.4
Total charge: +1
HOMO (alpha / beta), eV: -9.26 / -9.37
Multiplicity: 2
HOMO-LUMO gap (alpha / beta), hartree: 0.2194 / 0.2180

4.
C44H63N7O5P2Ti as an isolated structure, computed with ωB97M-V/def2-TZVPD.

Each line ends with the Löwdin charge.
CARTESIAN COORDINATES (ANGSTROEM)
Ti -0.504 1.237 -0.322  1.09
P 0.175 -0.230 1.895  1.09
P 1.725 -2.463 -0.592  1.05
O 1.288 0.880 -3.322  -0.03
O 1.391 1.374 -0.425  -0.18
O 2.599 1.898 1.381  0.09
O -2.318 1.305 0.247  -0.20
O -0.958 -0.239 -1.323  -0.20
N -0.496 3.252 0.526  -0.03
N 3.894 -1.755 0.859  0.13
N -1.865 -3.380 -1.237  0.13
N -1.046 2.427 -2.055  -0.01
N 4.890 2.043 0.194  0.23
N 2.567 -0.573 2.953  0.11
N -4.566 -0.273 -0.280  0.10
C 1.918 -0.902 1.872  -0.36
C -1.734 0.522 -3.439  -0.12
C -5.188 -1.513 -0.785  -0.10
C -2.926 -2.611 -0.571  -0.14
C -0.784 3.884 -2.087  -0.15
C -1.555 1.928 -3.116  -0.04
C 4.588 -0.498 4.248  0.01
C -1.377 -0.512 -2.562  -0.26
C -4.909 3.635 2.582  -0.21
C -1.370 -1.821 -3.065  -0.13
C -3.610 4.039 2.285  0.09
C -3.156 2.060 0.949  -0.25
C -0.131 0.428 3.631  -0.67
C 0.551 4.183 0.053  -0.15
C -4.484 1.651 1.199  -0.09
C 3.060 -3.070 -1.777  -0.72
C 4.582 -1.370 1.963  -0.21
C 3.958 -1.922 -2.240  -0.10
C -1.442 3.819 1.186  -0.03
C -5.810 4.461 3.451  -0.01
C -4.147 -2.393 -1.466  -0.12
C 3.890 -0.828 3.063  -0.20
C 3.943 -4.197 -1.234  -0.08
C -2.067 -1.058 -5.281  -0.22
C -5.314 2.431 2.026  0.08
C -0.818 -1.764 1.886  -0.24
C 0.690 1.700 3.857  -0.08
C 2.486 1.693 0.194  -0.59
C -5.065 0.461 0.661  0.06
C 3.716 1.780 -0.701  0.00
C -2.738 3.272 1.504  -0.12
C -2.430 -1.332 -6.711  -0.01
C 6.639 -1.226 3.184  -0.03
C 5.983 -1.553 2.031  -0.01
C -1.202 -3.039 -2.291  0.02
C -1.632 -2.059 -4.425  0.06
C -1.624 0.772 3.688  -0.08
C 2.598 -1.586 0.797  -0.39
C 0.583 4.182 -1.484  -0.13
C 0.138 -0.599 4.735  -0.06
C 1.389 -4.025 0.342  -0.24
C 2.276 -3.600 -2.985  -0.11
C 5.937 -0.699 4.299  -0.03
C -2.116 0.228 -4.751  0.07
H -3.364 -0.838 -6.975  0.10
H -2.245 -0.118 3.791  0.09
H -3.850 -1.929 -2.409  0.12
H -5.749 5.514 3.182  0.10
H 0.577 -3.887 1.056  0.02
H 0.498 2.451 3.086  0.06
H -1.659 -0.953 -7.384  0.10
H -5.968 -1.256 -1.503  0.15
H 2.969 -3.918 -3.764  0.10
H -3.696 0.049 -0.705  0.14
H 4.562 -1.551 -1.413  0.06
H 0.922 5.157 -1.832  0.14
H 6.485 -0.460 5.200  0.13
H -1.828 2.612 -3.922  0.15
H -5.661 -2.016 0.059  0.15
H 4.704 -4.433 -1.980  0.10
H -0.710 -2.245 0.916  -0.02
H 1.512 3.911 0.486  0.11
H -1.546 -3.073 -4.801  0.15
H 1.173 -0.922 4.771  0.07
H -0.824 4.234 -3.120  0.13
H -0.571 -3.817 -2.712  0.15
H -6.847 4.145 3.364  0.09
H 7.705 -1.387 3.262  0.13
H 1.756 1.490 3.871  0.06
H 1.661 -0.004 -3.221  0.03
H 4.039 -0.103 5.091  0.13
H 1.609 -2.846 -3.415  0.06
H -1.803 1.392 4.567  0.11
H 6.498 -1.991 1.187  0.12
H 3.857 0.843 -1.232  0.12
H -6.322 2.080 2.215  0.14
H 3.393 -1.100 -2.679  0.05
H -3.202 -3.169 0.323  0.15
H -3.251 4.981 2.683  0.15
H -1.868 -1.533 2.063  0.05
H -6.025 0.141 1.059  0.17
H 3.603 2.581 -1.429  0.15
H 2.274 -4.348 0.889  0.06
H 0.411 2.123 4.822  0.10
H 5.579 1.286 0.171  0.18
H -4.616 -3.347 -1.709  0.14
H -0.511 -1.471 4.654  0.08
H -0.463 -2.439 2.665  0.07
H 1.580 1.170 -4.194  0.08
H 0.314 5.188 0.411  0.13
H 4.492 2.106 1.155  0.16
H -0.099 -0.117 5.685  0.11
H 5.374 2.919 -0.022  0.19
H 1.112 -4.821 -0.352  0.05
H 4.451 -3.913 -0.315  0.07
H -1.578 4.396 -1.538  0.14
H -1.296 4.855 1.500  0.16
H 1.277 3.431 -1.867  0.09
H -1.697 -4.316 -0.880  0.18
H -2.486 -1.665 -0.257  0.08
H -2.542 -2.398 -6.897  0.09
H -2.407 1.048 -5.399  0.15
H 3.380 -5.113 -1.059  0.08
H 4.636 -2.289 -3.012  0.10
H 1.680 -4.477 -2.719  0.07
H -5.517 4.373 4.498  0.11
H -1.952 1.332 2.819  0.04

Values from the calculation:
Relative energy (zero: lowest compared OMol25 entry of this formula, charge and spin), kcal/mol: 3.25
LUMO energy, eV: -10.9
Total charge: +4
HOMO, eV: -17.22
Multiplicity: 1
HOMO-LUMO gap, hartree: 0.2315